Below is a cluster of 2 separate species, C16H27N2 in total at a distorted geometry, with properties calculated with ωB97M-V with the def2-TZVPD basis set.

The calculation puts the largest force on an atom at 2.38 eV/Å. The energy above the lowest of the compared OMol25 structures with the same formula, charge and spin is 177.5 kJ/mol. As for the total charge: +1. The lowest unoccupied orbital energy comes out at -4.03 eV. For the gap between HOMO and LUMO, the calculation gives 7.39 eV.

XYZ file:
```
45
Properties=species:S:1:pos:R:3:forces:R:3:nbo_charge:R:1
C -0.794 -1.095 -2.404 -0.556 0.287 0.069 -0.38
N 0.385 -1.245 -1.591 -0.201 -0.388 -0.870 -0.47
C 1.448 -0.359 -2.030 1.317 1.286 -0.374 -0.21
C 2.750 -1.012 -2.575 -0.473 0.141 -0.305 -0.41
C 3.156 -2.327 -1.953 -0.110 -0.243 0.306 -0.40
C 1.954 -3.264 -1.851 0.051 0.087 -0.383 -0.41
C 0.649 -2.647 -1.303 0.225 -1.477 0.577 -0.21
H -1.221 -2.024 -2.764 0.048 -0.247 0.008 0.21
H -1.529 -0.642 -1.751 -0.981 0.077 -0.878 0.14
H -0.670 -0.443 -3.262 0.129 0.124 -0.058 0.21
H 1.113 0.230 -2.915 -0.141 -0.285 0.804 0.20
H 1.662 0.428 -1.264 0.037 -0.756 -0.211 0.19
H 2.558 -1.208 -3.636 0.057 -0.037 0.041 0.20
H 3.567 -0.286 -2.557 -0.157 -0.013 0.124 0.23
H 3.890 -2.798 -2.606 0.129 -0.033 0.061 0.22
H 3.647 -2.196 -0.993 -0.043 0.126 0.300 0.20
H 1.730 -3.593 -2.876 0.058 0.039 0.122 0.20
H 2.208 -4.176 -1.298 -0.136 0.241 0.004 0.23
H 0.508 -2.865 -0.218 0.444 0.291 -0.421 0.17
H -0.116 -3.281 -1.794 0.053 0.542 0.404 0.20
C -2.664 -1.965 0.802 0.311 0.115 -0.518 -0.42
N -1.823 -0.884 1.342 0.893 1.138 -0.482 -0.29
C -2.049 -0.454 2.733 0.212 -0.285 0.768 -0.43
C -1.146 -0.086 0.540 -2.235 0.683 0.430 0.32
C -0.638 1.202 0.962 1.183 0.353 0.413 -0.20
C 0.297 1.341 2.014 -0.975 -0.452 -0.335 -0.15
C 0.491 2.584 2.562 0.599 0.356 0.141 -0.22
C -0.134 3.713 2.031 -0.235 -0.168 -0.534 0.05
C 0.158 5.067 2.573 -0.166 0.437 0.368 -0.64
C -1.016 3.575 0.947 0.731 0.661 0.351 -0.23
C -1.200 2.354 0.354 -0.446 -1.423 -0.204 -0.10
H -2.978 -2.592 1.624 0.121 -0.318 0.036 0.23
H -3.563 -1.551 0.337 0.096 0.103 0.032 0.23
H -2.096 -2.525 0.046 -0.238 0.104 0.399 0.24
H -2.789 -1.127 3.172 0.306 0.033 0.028 0.23
H -1.107 -0.475 3.314 -0.745 -0.095 -0.265 0.24
H -2.470 0.565 2.769 0.312 -0.349 -0.250 0.24
H -1.472 -0.084 -0.486 0.451 -0.653 -0.041 0.20
H 0.807 0.448 2.382 -0.148 0.362 0.046 0.23
H 1.167 2.724 3.406 -0.029 -0.117 -0.236 0.23
H -0.401 5.826 2.022 0.140 -0.024 0.122 0.23
H -0.169 5.096 3.615 0.064 0.181 0.047 0.24
H 1.223 5.337 2.560 -0.274 -0.256 -0.095 0.24
H -1.487 4.475 0.561 0.051 -0.232 -0.119 0.23
H -1.835 2.241 -0.540 0.271 0.083 0.575 0.22
```
Forces are in eV/Å.